Computed, not measured: C6H12O2 in the gas phase at a distorted geometry, with wB97M-V/def2-TZVPD.

Geometry (Å):
C: 0.50 1.54 -1.59
O: -0.18 0.31 -1.55
C: 0.25 -0.52 -0.54
C: 0.82 -1.80 -1.11
C: 0.11 -0.18 0.74
C: 0.54 -0.97 1.94
O: -0.47 0.99 1.13
C: -1.83 1.17 0.78
H: 0.15 2.08 -2.47
H: 0.33 2.10 -0.67
H: 1.60 1.37 -1.72
H: 0.08 -2.15 -1.85
H: 0.96 -2.59 -0.34
H: 1.76 -1.61 -1.60
H: 1.10 -1.88 1.68
H: 1.17 -0.36 2.60
H: -0.36 -1.26 2.48
H: -2.15 2.06 1.30
H: -1.95 1.35 -0.30
H: -2.43 0.32 1.09

Properties
Net charge: 0
Relative energy (zero: lowest compared OMol25 entry of this formula, charge and spin) (kcal/mol): 53.0
SMILES: CO/C(C)=C(/C)OC
Maximum force (eV/A): 1.15


Computed, not measured: C5H13N in the gas phase at a distorted geometry, with wB97M-V/def2-TZVPD.

Geometry (Å):
C: 1.44 -2.22 0.48
C: 0.69 -0.98 0.95
C: -0.37 -0.55 -0.04
N: -0.19 0.82 -0.50
C: -0.23 1.82 0.54
C: -1.17 1.14 -1.53
H: 1.74 -2.08 -0.56
H: 0.82 -3.11 0.47
H: 2.35 -2.44 1.03
H: 0.24 -1.21 1.92
H: 1.46 -0.22 1.12
H: -0.23 -1.15 -0.95
H: -1.42 -0.70 0.28
H: -1.23 2.19 0.80
H: 0.27 1.49 1.45
H: 0.38 2.68 0.25
H: -2.19 1.01 -1.14
H: -1.07 0.40 -2.34
H: -1.03 2.15 -1.87

Properties
Net charge: 0
Relative energy (zero: lowest compared OMol25 entry of this formula, charge and spin) (kcal/mol): 20.8
SMILES: CCCN(C)C
Maximum force (eV/A): 1.06


Computed, not measured: 10 unconnected molecules or ions with the total composition C4H24O11 at a distorted geometry, with wB97M-V/def2-TZVPD.

Geometry (Å):
O: -1.06 0.15 2.82
C: -0.14 -0.45 2.29
C: -0.30 -0.78 0.82
C: -1.39 -1.84 0.69
C: -1.02 -3.09 1.45
O: -0.41 -3.12 2.48
H: 0.71 -0.74 2.92
H: -0.38 0.19 0.31
H: 0.68 -1.22 0.54
H: -1.59 -2.18 -0.33
H: -2.38 -1.46 1.00
H: -1.37 -4.00 0.94
O: -2.57 1.83 1.61
H: -2.78 0.89 1.69
H: -2.41 2.03 2.54
O: 0.40 2.53 -2.74
H: 0.11 2.95 -3.56
H: 0.48 3.22 -2.08
O: 2.08 -2.62 -1.26
H: 2.98 -2.28 -1.41
H: 1.70 -1.79 -0.97
O: 4.29 -0.41 -1.25
H: 3.99 -0.09 -0.40
H: 4.29 0.44 -1.71
O: -3.39 -0.35 -1.01
H: -2.58 0.13 -0.82
H: -3.58 -0.22 -1.95
O: 2.18 1.93 -0.12
H: 1.30 2.16 0.25
H: 2.56 1.28 0.47
O: -0.35 2.79 0.52
H: -0.31 3.67 0.91
H: -1.24 2.40 0.55
O: 1.57 0.33 -1.81
H: 1.72 1.15 -1.30
H: 1.76 0.78 -2.66
O: -1.13 0.32 -2.06
H: -0.63 1.11 -2.33
H: -0.44 -0.33 -2.23

Properties
Net charge: 0
Relative energy (zero: lowest compared OMol25 entry of this formula, charge and spin) (kcal/mol): 20.0
SMILES: O=CCCC=O.O.O.O.O.O.O.O.O.O
Maximum force (eV/A): 2.14


Computed, not measured: a molecular structure, C42H67AsClN3O4PSTi at a distorted geometry, with wB97M-V/def2-TZVPD.

Geometry (Å):
Ti: 0.70 -1.15 1.12
N: -0.52 0.47 1.69
C: -1.09 0.03 2.94
C: -1.55 0.91 3.91
C: -2.16 0.42 5.06
C: -2.37 -0.94 5.21
C: -1.92 -1.86 4.24
C: -2.13 -3.25 4.32
C: -1.61 -4.06 3.30
C: -0.88 -3.51 2.28
N: -0.64 -2.17 2.17
C: -1.21 -1.35 3.12
H: -1.22 0.43 0.95
H: -0.20 1.43 1.76
H: -1.40 1.98 3.79
H: -2.50 1.10 5.83
H: -2.87 -1.32 6.09
H: -2.70 -3.67 5.13
H: -1.78 -5.13 3.31
H: -0.47 -4.14 1.50
C: 2.49 -3.91 1.51
C: 3.17 -3.52 2.82
C: 2.16 -3.53 3.98
C: 3.90 -2.18 2.79
C: 5.27 -2.17 2.97
C: 5.96 -0.98 3.16
C: 5.24 0.19 3.31
C: 3.86 0.23 3.15
C: 3.14 1.52 3.52
C: 2.57 2.27 2.32
C: 2.03 1.23 4.54
C: 3.18 -0.95 2.73
N: 1.89 -0.95 2.32
H: 1.97 -4.87 1.63
H: 3.23 -4.00 0.71
H: 1.77 -3.14 1.22
H: 3.92 -4.29 3.03
H: 1.41 -2.76 3.82
H: 2.68 -3.33 4.92
H: 1.66 -4.50 4.06
H: 5.82 -3.11 2.97
H: 7.04 -0.98 3.25
H: 5.76 1.10 3.58
H: 3.87 2.17 4.01
H: 1.93 1.61 1.75
H: 3.38 2.59 1.65
H: 2.01 3.15 2.64
H: 1.31 0.53 4.13
H: 1.51 2.15 4.82
H: 2.46 0.79 5.45
C: -4.04 5.01 -0.66
C: -2.63 5.24 -0.13
C: -1.62 4.25 -0.76
C: -2.31 2.94 -1.18
C: -3.37 2.62 -0.11
C: -4.54 3.61 -0.24
P: -1.15 1.48 -1.38
C: -2.05 0.44 -2.67
C: -3.27 -0.24 -2.03
C: -3.80 -1.37 -2.92
C: -3.76 -1.00 -4.41
C: -3.77 0.52 -4.57
C: -2.47 1.11 -4.00
C: 0.31 2.12 -2.37
C: 1.30 2.85 -1.44
C: 2.68 2.97 -2.10
C: 2.55 3.13 -3.62
C: 1.26 3.86 -3.97
C: 0.04 2.98 -3.62
H: -4.03 5.10 -1.75
H: -4.71 5.77 -0.28
H: -2.64 5.12 0.96
H: -2.31 6.26 -0.34
H: -0.83 4.04 -0.03
H: -1.16 4.72 -1.63
H: -2.83 3.09 -2.13
H: -2.91 2.72 0.88
H: -3.74 1.60 -0.19
H: -5.07 3.68 0.71
H: -5.24 3.24 -0.99
H: -1.32 -0.35 -2.88
H: -4.06 0.50 -1.89
H: -3.00 -0.65 -1.06
H: -4.82 -1.60 -2.62
H: -3.20 -2.27 -2.74
H: -4.61 -1.44 -4.93
H: -2.85 -1.39 -4.88
H: -4.64 0.94 -4.07
H: -3.84 0.79 -5.63
H: -2.60 2.19 -3.89
H: -1.68 0.96 -4.74
H: 0.80 1.19 -2.68
H: 1.39 2.31 -0.50
H: 0.92 3.85 -1.22
H: 3.27 2.09 -1.87
H: 3.20 3.83 -1.68
H: 2.54 2.14 -4.09
H: 3.41 3.67 -4.02
H: 1.23 4.10 -5.03
H: 1.23 4.80 -3.42
H: -0.17 2.34 -4.47
H: -0.83 3.63 -3.47
C: -0.92 -3.94 -3.89
As: 0.07 -3.84 -2.21
C: 0.16 -5.70 -1.61
C: 1.86 -3.53 -2.87
S: -1.04 -2.70 -0.86
H: -0.48 -4.68 -4.55
H: -0.87 -2.96 -4.37
H: -1.97 -4.18 -3.71
H: 0.40 -6.34 -2.46
H: -0.79 -6.00 -1.18
H: 0.95 -5.79 -0.86
H: 2.05 -4.29 -3.64
H: 2.59 -3.63 -2.07
H: 1.95 -2.54 -3.30
O: 3.58 -1.87 -0.41
Cl: 2.79 -0.77 -0.83
O: 2.94 0.37 -0.01
O: 3.04 -0.47 -2.20
O: 1.36 -1.19 -0.74

Properties
Net charge: 0
Expectation value of S²: 0.7819
Multiplicity: 2
E (eV): -173897.058
Maximum force (eV/A): 2.49


Computed, not measured: C5H4OS2 in the gas phase at a distorted geometry, with wB97M-V/def2-TZVPD.

Geometry (Å):
S: 0.98 -2.39 1.24
C: 0.27 -0.96 0.86
C: -1.05 -0.66 1.42
C: -1.69 0.42 0.88
O: -1.28 1.07 -0.24
C: 0.01 0.82 -0.70
S: 0.32 1.99 -2.02
C: 0.88 -0.07 -0.11
H: -1.57 -1.25 2.16
H: -2.70 0.92 1.22
H: 1.47 1.35 -2.57
H: 1.84 -0.39 -0.48

Properties
Net charge: 0
Relative energy (zero: lowest compared OMol25 entry of this formula, charge and spin) (kcal/mol): 16.7
SMILES: S=c1ccoc(S)c1
Maximum force (eV/A): 2.89


Computed, not measured: a molecular structure, C2H7N5O at a distorted geometry, with wB97M-V/def2-TZVPD.

Geometry (Å):
C: -1.49 1.15 -0.40
C: 1.39 -0.75 0.37
H: -0.57 2.83 -0.80
H: 0.24 1.35 -0.53
H: -3.08 0.13 0.28
H: -1.51 -0.88 0.51
H: 3.09 -2.09 0.15
H: 1.78 -2.37 -0.91
H: 0.63 0.09 1.64
N: -0.53 1.75 -1.04
N: -2.85 1.20 -0.45
N: -0.94 0.09 0.27
N: 2.15 -1.65 -0.37
N: 1.56 -0.48 1.74
O: 0.14 -0.35 -0.47

Properties
Net charge: 0
Relative energy (zero: lowest compared OMol25 entry of this formula, charge and spin) (kcal/mol): 141.1
Maximum force (eV/A): 8.87


Computed, not measured: C4H11N4P in the gas phase at a distorted geometry, with wB97M-V/def2-TZVPD.

Geometry (Å):
C: 0.40 -2.84 0.45
C: 1.29 -2.29 -0.69
C: -0.87 2.40 -0.72
C: -0.41 2.30 0.76
N: -0.04 -1.69 1.22
N: 1.15 -0.76 -0.83
N: -1.69 1.25 -1.07
N: 0.20 1.09 1.13
P: -0.07 -0.37 0.28
H: -0.56 -3.16 0.10
H: 0.95 -3.47 1.20
H: 2.40 -2.44 -0.62
H: 0.90 -2.67 -1.65
H: -1.44 3.41 -0.79
H: -0.09 2.39 -1.49
H: 0.30 3.06 1.03
H: -1.20 2.39 1.56
H: 0.83 -0.54 -1.80
H: -2.22 1.01 -0.23
H: 0.18 0.95 2.15

Properties
Net charge: 0
Relative energy (zero: lowest compared OMol25 entry of this formula, charge and spin) (kcal/mol): 59.4
Maximum force (eV/A): 3.89


Computed, not measured: C2H4N2O in the gas phase, with wB97M-V/def2-TZVPD.

Geometry (Å):
H: -1.26 1.61 1.75
N: -0.72 0.76 1.61
C: -0.75 0.40 0.40
N: -0.06 -0.77 0.03
C: 1.06 -0.63 -0.78
O: 2.13 -1.12 -0.52
H: -1.28 0.90 -0.41
H: 0.19 -1.31 0.86
H: 0.88 -0.06 -1.71

Properties
Net charge: 0
Relative energy (zero: lowest compared OMol25 entry of this formula, charge and spin) (kcal/mol): 9.1
SMILES: [H]/N=C/NC=O
Maximum force (eV/A): 0.52


Computed, not measured: C4H8O2 in the gas phase at a distorted geometry, with wB97M-V/def2-TZVPD.

Geometry (Å):
O: -1.12 1.47 -1.04
C: -1.60 0.86 -0.10
C: -0.86 -0.17 0.65
C: 0.03 -1.08 -0.22
C: 1.39 -0.33 -0.34
O: 1.23 1.04 -0.03
H: -2.57 1.20 0.31
H: -1.46 -0.68 1.41
H: -0.02 0.55 1.00
H: 0.16 -2.06 0.25
H: -0.40 -1.25 -1.22
H: 2.11 -0.73 0.37
H: 1.80 -0.40 -1.35
H: 0.49 1.36 -0.62

Properties
Net charge: 0
Relative energy (zero: lowest compared OMol25 entry of this formula, charge and spin) (kcal/mol): 43.9
SMILES: O=CCCCO
Maximum force (eV/A): 1.97


Computed, not measured: a molecular structure, C26H19BrO2S7W at a distorted geometry, with wB97M-V/def2-TZVPD.

Geometry (Å):
W: 9.84 7.45 12.39
S: 7.48 6.21 14.54
C: 8.03 6.16 13.02
S: 11.01 7.83 14.20
S: 8.08 5.77 11.40
Br: 11.42 5.68 11.57
O: 9.94 8.50 10.70
C: 9.65 8.43 9.27
C: 10.58 7.41 8.64
C: 11.91 7.61 8.42
C: 12.58 6.43 7.95
C: 11.71 5.39 7.82
S: 10.10 5.83 8.18
C: 8.15 8.16 9.10
C: 7.51 7.54 8.05
C: 6.10 7.48 8.19
C: 5.68 8.06 9.36
S: 6.98 8.66 10.25
C: 9.92 9.83 8.70
C: 10.23 10.20 7.42
C: 10.15 11.61 7.18
C: 9.76 12.28 8.30
S: 9.53 11.23 9.62
H: 12.41 8.54 8.62
H: 13.65 6.35 7.76
H: 11.95 4.38 7.48
H: 8.04 7.20 7.17
H: 5.42 7.05 7.45
H: 4.67 8.18 9.75
H: 10.51 9.50 6.65
H: 10.35 12.07 6.22
H: 9.62 13.34 8.42
O: 8.62 9.23 12.86
S: 8.81 10.66 13.36
C: 10.61 10.95 13.59
C: 11.41 10.66 12.50
C: 12.79 10.79 12.61
C: 13.36 11.22 13.80
C: 12.53 11.63 14.84
C: 11.16 11.47 14.76
C: 8.37 10.60 15.09
C: 8.00 11.81 15.68
C: 7.74 11.83 17.04
C: 7.82 10.67 17.78
C: 8.07 9.46 17.15
C: 8.36 9.41 15.80
H: 10.95 10.27 11.61
H: 13.42 10.57 11.76
H: 14.43 11.27 13.88
H: 12.97 12.05 15.75
H: 10.54 11.77 15.57
H: 7.91 12.72 15.08
H: 7.43 12.74 17.52
H: 7.67 10.67 18.86
H: 8.04 8.55 17.73
H: 8.60 8.46 15.34

Properties
Net charge: 0
Expectation value of S²: 2.0359
Relative energy (zero: lowest compared OMol25 entry of this formula, charge and spin) (kcal/mol): 12.7
Multiplicity: 3
Maximum force (eV/A): 1.89


Computed, not measured: a molecular structure, C22H44AlP at a distorted geometry, with wB97M-V/def2-TZVPD.

Geometry (Å):
C: 1.12 1.91 -1.05
H: 1.54 2.30 -0.11
H: 1.94 1.92 -1.79
H: 1.87 -0.53 0.30
C: 0.03 2.87 -1.53
H: -0.68 2.35 -2.20
H: -0.57 3.19 -0.65
C: 0.56 4.13 -2.24
H: -0.26 4.78 -2.55
H: 1.20 4.70 -1.56
H: 1.15 3.87 -3.12
C: -0.33 -1.89 -1.56
C: -0.72 -0.86 -2.48
C: 0.46 -0.30 -3.05
C: 1.61 -0.93 -2.46
C: 1.12 -1.95 -1.56
C: 1.95 -3.04 -0.96
C: 3.03 -0.78 -2.89
C: 0.52 0.65 -4.20
C: -2.10 -0.66 -2.98
C: -1.22 -2.93 -0.98
Al: 0.74 -0.02 -0.66
H: 3.71 -1.08 -2.10
H: 3.25 -1.39 -3.78
H: 3.25 0.27 -3.15
H: 2.99 -2.71 -0.83
H: 1.56 -3.33 0.03
H: 1.95 -3.94 -1.60
H: -2.22 -2.54 -0.77
H: -1.33 -3.77 -1.69
H: -0.81 -3.34 -0.05
H: -2.23 0.32 -3.47
H: -2.36 -1.42 -3.73
H: -2.85 -0.73 -2.17
H: 1.36 1.35 -4.11
H: 0.65 0.09 -5.14
H: -0.41 1.24 -4.29
C: 1.19 -1.99 2.87
C: -0.25 -1.65 2.47
C: -1.14 -1.77 3.70
P: -0.38 -0.07 1.52
C: -2.18 0.21 1.25
C: -3.02 0.55 2.49
C: -2.46 1.23 0.15
C: 0.41 1.31 2.48
C: -0.09 1.42 3.92
C: 1.94 1.23 2.46
H: 1.55 -1.36 3.70
H: 1.90 -1.92 2.03
H: 1.21 -3.03 3.24
H: -0.58 -2.42 1.76
H: -1.05 -0.92 4.39
H: -2.19 -1.88 3.41
H: -0.84 -2.67 4.26
H: -2.51 -0.78 0.88
H: -2.82 1.56 2.87
H: -4.07 0.53 2.16
H: -2.94 -0.16 3.31
H: -2.01 0.96 -0.81
H: -3.55 1.26 -0.02
H: -2.13 2.25 0.43
H: 0.10 2.22 1.94
H: 0.26 0.58 4.55
H: 0.34 2.35 4.33
H: -1.19 1.51 3.99
H: 2.37 1.26 1.45
H: 2.33 2.09 3.02
H: 2.31 0.32 2.94

Properties
Net charge: +2
Relative energy (zero: lowest compared OMol25 entry of this formula, charge and spin) (kcal/mol): 36.9
Maximum force (eV/A): 1.90